No. 1
This record from OMol25 describes a molecular structure, C47H44N6O7P2Ti at a distorted geometry. The level of theory is the ωB97M-V functional and the def2-TZVPD basis.

Each line ends with the Löwdin spin population.
CARTESIAN COORDINATES (ANGSTROEM)
1 Ti -0.02021 1.38227 -1.25256  0.950
2 O 1.35513 3.79094 -4.29165  -0.001
3 C 0.69478 3.12474 -3.53846  0.000
4 N 1.06357 1.94967 -2.89676  -0.011
5 C 1.71554 0.97850 -3.63435  0.000
6 O 2.59563 1.11782 -4.44258  0.000
7 C 1.04512 -0.36325 -3.42723  0.007
8 C 1.34995 -1.42885 -4.24805  -0.001
9 C 0.50897 -2.53093 -4.23870  0.008
10 C -0.60539 -2.51281 -3.42051  -0.002
11 C -0.81153 -1.42639 -2.58809  0.008
12 N -0.00077 -0.36727 -2.58525  0.001
13 C -0.76635 3.41992 -3.29656  0.007
14 C -1.40629 4.46290 -3.93295  -0.001
15 C -2.77903 4.58439 -3.77670  0.007
16 C -3.45431 3.66248 -2.99427  -0.001
17 C -2.73480 2.65669 -2.37092  0.006
18 N -1.41653 2.53310 -2.52962  0.002
19 H 2.20392 -1.34776 -4.90665  0.000
20 H 0.70308 -3.37479 -4.88823  0.000
21 H -1.31738 -3.32719 -3.42050  0.000
22 H -1.66476 -1.38911 -1.92718  0.001
23 H -0.82510 5.13941 -4.54384  0.000
24 H -3.31627 5.38601 -4.26817  0.000
25 H -4.52541 3.71702 -2.85632  0.000
26 H -3.21564 1.93825 -1.72103  0.001
27 C -1.48904 -3.16195 1.96948  0.000
28 N -0.80906 -2.30732 0.97646  -0.001
29 P -1.31634 -0.70030 0.74170  -0.001
30 C -3.05252 -0.86151 0.17347  0.001
31 C -3.50687 -2.03249 -0.43104  0.000
32 C -4.79392 -2.11448 -0.94805  0.000
33 C -5.64397 -1.02238 -0.86651  0.000
34 C -5.20539 0.14741 -0.25772  0.000
35 C -3.92079 0.23212 0.25987  0.000
36 C -1.57239 -0.03227 2.42581  0.000
37 C -0.60501 0.80366 2.97527  0.000
38 C -0.73870 1.31315 4.25827  0.000
39 C -1.85406 0.98749 5.01475  0.000
40 C -2.82823 0.15315 4.48351  0.000
41 C -2.69066 -0.35104 3.19873  0.000
42 P 0.71708 -2.73407 0.29862  0.000
43 C 1.86456 -2.63786 1.71931  0.000
44 C 3.19380 -3.02354 1.53088  0.000
45 C 4.12533 -2.88257 2.54893  0.000
46 C 3.74695 -2.32858 3.76620  0.000
47 C 2.43273 -1.92816 3.95914  0.000
48 C 1.49667 -2.08605 2.94377  0.000
49 C 0.48694 -4.54294 0.07618  0.000
50 C -0.49038 -4.94240 -0.83822  0.000
51 C -0.72975 -6.28268 -1.09252  0.000
52 C 0.02359 -7.25544 -0.44756  0.000
53 C 1.00009 -6.87422 0.45827  0.000
54 C 1.22916 -5.52804 0.72281  0.000
55 H -2.49351 -3.42579 1.63519  0.000
56 H -1.57163 -2.65802 2.93169  0.000
57 H -0.92814 -4.08072 2.11214  0.000
58 H -2.85192 -2.89581 -0.48225  0.000
59 H -5.13336 -3.03694 -1.40366  0.000
60 H -6.65021 -1.08513 -1.26123  0.000
61 H -5.87366 0.99608 -0.17081  0.000
62 H -3.59457 1.14310 0.74603  0.000
63 H 0.25706 1.07027 2.38866  0.000
64 H 0.02067 1.97237 4.66145  0.000
65 H -1.96869 1.38612 6.01510  0.000
66 H -3.70210 -0.10208 5.06943  0.000
67 H -3.46451 -0.99290 2.79693  0.000
68 H 3.50667 -3.44190 0.57857  0.000
69 H 5.14868 -3.20035 2.39052  0.000
70 H 4.47323 -2.21555 4.56163  0.000
71 H 2.12854 -1.49524 4.90469  0.000
72 H 0.47616 -1.76529 3.11285  0.000
73 H -1.08790 -4.19023 -1.34350  0.000
74 H -1.50275 -6.57010 -1.79495  0.000
75 H -0.15388 -8.30431 -0.64887  0.000
76 H 1.58534 -7.62562 0.97363  0.000
77 H 1.97933 -5.25850 1.45324  0.000
78 C 2.99948 4.17243 -1.51519  0.001
79 C 1.83843 4.26959 -0.58928  0.004
80 N 0.80975 3.44054 -0.49248  -0.001
81 C -0.00793 3.94168 0.49183  0.002
82 C 0.52251 5.08529 1.00297  0.000
83 N 1.68471 5.27020 0.30462  0.002
84 C 0.13971 6.04539 2.07287  0.000
85 O -0.98893 5.80879 2.70748  0.000
86 O 0.87112 6.97085 2.31491  0.000
87 C -1.22594 3.17710 0.82237  0.001
88 O -2.03813 3.55892 1.64984  0.001
89 O -1.30576 2.07607 0.14588  -0.002
90 H 3.17164 3.13517 -1.78959  0.000
91 H 3.89622 4.57614 -1.04503  0.000
92 H 2.81172 4.72465 -2.43624  0.000
93 H 2.30303 6.05237 0.47172  0.000
94 H -1.45493 4.99898 2.36836  0.000
95 C 4.28809 0.18691 -0.04194  0.000
96 C 3.89748 1.34758 0.87124  0.000
97 C 2.41101 1.11980 1.02203  0.001
98 O 1.96657 0.68679 -0.28982  0.012
99 C 3.09493 0.07020 -0.98171  0.001
100 H 4.40718 -0.72440 0.54523  0.000
101 H 5.20953 0.36606 -0.59352  0.000
102 H 4.09229 2.31089 0.39656  0.000
103 H 4.41179 1.32440 1.83051  0.000
104 H 1.84881 2.01063 1.28833  0.000
105 H 2.20988 0.31968 1.73622  0.000
106 H 3.26831 0.62891 -1.89796  0.000
107 H 2.82280 -0.95747 -1.21934  0.000

Forces on atoms 1 to 3 (eV/Å):
Ti 0.3215 0.6021 0.8312
O 0.0379 0.0762 0.0412
C 0.0589 -0.0404 -0.1321

The energy above the lowest of the compared OMol25 structures with the same formula, charge and spin comes out at 16.8 kJ/mol. Its expectation value of S² is 0.75. Its net charge is +1. The calculation puts the HOMO energy (alpha / beta) at -10.62 / -10.63 eV. The calculation puts the lowest unoccupied orbital energy (alpha / beta) at -2.92 / -2.96 eV. As for the multiplicity: 2.

***

No. 2
This record from OMol25 describes 2 unconnected molecules or ions with the total composition C3H6N2O4 at a distorted geometry. The level of theory is the ωB97M-V functional and the def2-TZVPD basis.

Each line ends with the natural charge from an NBO analysis.
CARTESIAN COORDINATES (ANGSTROEM)
1 C 0.65382 0.61040 -1.93121  -0.280
2 N -0.32070 -0.41686 -1.72003  -0.656
3 C 0.99636 -0.70862 -1.44321  0.657
4 C -0.77848 0.30023 1.08947  0.855
5 N -1.70533 -0.65292 1.40113  -0.854
6 O 0.47270 -0.11552 1.63142  -0.333
7 O 1.66963 0.60373 1.94843  -0.370
8 O 1.63343 -1.25000 -0.58467  -0.558
9 O -1.04125 1.46914 0.86895  -0.613
10 H 2.10467 0.67896 1.07997  0.471
11 H -1.09992 -0.87746 -1.27619  0.430
12 H -2.67348 -0.37373 1.42850  0.423
13 H -1.36032 -1.54958 1.71498  0.419
14 H 0.59378 1.43998 -1.24231  0.209
15 H 0.85510 0.84225 -2.96521  0.199

Forces on atoms 1 to 3 (eV/Å):
C 0.4852 1.9324 -0.9246
N 1.3149 -4.1613 -0.7341
C -2.3908 1.6002 2.0635

The energy above the lowest of the compared OMol25 structures with the same formula, charge and spin comes out at 686.3 kJ/mol. Its net charge is 0. The calculation puts the HOMO energy at -9.68 eV. The calculation puts the lowest unoccupied orbital energy at 0.60 eV. As for the multiplicity: 1.

***

No. 3
This record from OMol25 describes a gas-phase ion, C4H11N2O (charge +1) at a distorted geometry. The level of theory is the ωB97M-V functional and the def2-TZVPD basis.

Each line ends with the natural charge from an NBO analysis.
CARTESIAN COORDINATES (ANGSTROEM)
1 C -1.20826 -1.38024 -0.01844  -0.647
2 C -1.20280 1.21514 0.34503  -0.652
3 C 1.99698 0.25928 -0.95520  -0.532
4 C -0.47092 -0.09040 0.29911  0.362
5 N 0.37466 -0.25927 1.39807  -0.855
6 N 0.59250 0.28993 -1.00596  0.323
7 O 0.08997 0.62274 -2.04965  -0.114
8 H -0.41921 -2.06851 -0.10541  0.219
9 H -1.83414 -1.59196 0.80236  0.260
10 H -1.88020 -1.39390 -0.89716  0.251
11 H -0.51575 1.97248 0.44084  0.229
12 H -1.79734 1.36931 1.19771  0.258
13 H -1.71411 1.17047 -0.56747  0.243
14 H 2.43039 1.07419 -1.46554  0.277
15 H 2.51980 -0.55066 -1.41057  0.296
16 H 2.16494 0.38731 0.10127  0.266
17 H 0.72707 -1.19814 1.60020  0.395
18 H 0.14641 0.17223 2.29082  0.420

Forces on atoms 1 to 3 (eV/Å):
C -0.1405 1.5776 -1.9195
C 0.0113 -1.9216 -0.2402
C 1.0324 0.7175 2.0442

The energy above the lowest of the compared OMol25 structures with the same formula, charge and spin comes out at 467.1 kJ/mol. Its net charge is +1. The calculation puts the HOMO energy at -14.77 eV. The calculation puts the lowest unoccupied orbital energy at -6.41 eV. As for the multiplicity: 1.

***

No. 4
This record from OMol25 describes 2 unconnected molecules or ions with the total composition C25H26F3IN2O2S at a distorted geometry. The level of theory is the ωB97M-V functional and the def2-TZVPD basis.

Each line ends with the natural charge from an NBO analysis.
CARTESIAN COORDINATES (ANGSTROEM)
1 C 2.82274 -5.04333 -0.64567  -0.621
2 C 1.48547 -4.48193 -0.17268  0.249
3 C 0.92585 -5.32184 0.95110  -0.661
4 C 1.45363 -2.98076 -0.02425  -0.098
5 C 0.30422 -2.25772 0.35035  -0.140
6 I -1.14572 -2.71443 1.84888  0.156
7 C -0.00482 -1.11125 -0.37720  -0.246
8 C 0.69465 -0.84514 -1.55839  -0.182
9 C 2.01881 -1.29921 -1.63626  -0.222
10 C 2.43304 -2.29818 -0.77195  -0.181
11 O 0.77303 -4.69182 -1.44212  -0.655
12 S -0.91867 -4.67185 -1.40300  0.492
13 C -1.18304 -6.50268 -1.64251  0.814
14 F -1.87165 -7.03182 -0.56813  -0.337
15 F -1.91225 -6.77504 -2.76658  -0.324
16 F -0.00900 -7.18793 -1.73387  -0.317
17 H 3.63186 -4.82760 0.05723  0.212
18 H 2.67819 -6.12566 -0.73775  0.225
19 H 3.06072 -4.67945 -1.65430  0.231
20 H 1.75119 -5.59865 1.60840  0.224
21 H 0.20559 -4.77183 1.55559  0.226
22 H 0.47104 -6.23054 0.54573  0.228
23 H -0.79897 -0.46734 -0.03050  0.238
24 H 0.23749 -0.28182 -2.37819  0.218
25 H 2.71336 -0.87844 -2.36532  0.232
26 H 3.46078 -2.65788 -0.77872  0.224
27 C -3.92102 4.78380 3.90993  -0.409
28 N -4.11992 4.37599 2.52894  -0.398
29 C -5.49867 4.45240 2.07446  -0.400
30 C -3.11517 3.81935 1.80941  0.216
31 C -1.83145 3.63188 2.38211  -0.304
32 C -0.87599 2.89461 1.73284  0.042
33 N -1.10037 2.36795 0.48185  -0.266
34 C -0.12756 1.72065 -0.26174  -0.328
35 C 1.24705 1.80082 0.14146  0.430
36 C 2.29032 1.89458 -0.93961  -0.033
37 C 3.61267 1.54503 -0.63989  -0.192
38 C 4.62123 1.68017 -1.59753  -0.225
39 C 4.30876 2.18457 -2.87129  -0.212
40 C 2.97898 2.49088 -3.19336  -0.229
41 C 1.98639 2.34565 -2.22839  -0.213
42 O 1.62097 1.75751 1.33254  -0.674
43 C -2.36867 2.47783 -0.05958  0.039
44 C -3.32579 3.26336 0.52033  -0.284
45 H -3.01167 5.39398 4.00562  0.207
46 H -4.78787 5.38288 4.21400  0.212
47 H -3.83634 3.91686 4.59095  0.200
48 H -5.59716 4.29663 0.99674  0.209
49 H -6.13549 3.71898 2.59528  0.197
50 H -5.88445 5.45295 2.31735  0.203
51 H -1.56876 4.03773 3.35401  0.232
52 H 0.09121 2.71863 2.17194  0.279
53 H -0.38071 1.63845 -1.31888  0.188
54 H 3.84312 1.14091 0.34480  0.236
55 H 5.65224 1.41737 -1.34170  0.214
56 H 5.09158 2.31631 -3.61793  0.212
57 H 2.70791 2.86925 -4.18057  0.213
58 H 0.95560 2.57463 -2.47773  0.207
59 H -2.53659 1.95337 -0.99717  0.220
60 H -4.26189 3.41817 -0.00909  0.224

Forces on atoms 1 to 3 (eV/Å):
C 0.1977 -0.3084 0.0104
C 0.6541 -0.5209 0.0087
C -0.0242 0.0362 0.2445

The energy above the lowest of the compared OMol25 structures with the same formula, charge and spin comes out at 46.8 kJ/mol. Its net charge is 0. The calculation puts the HOMO energy at -6.47 eV. The calculation puts the lowest unoccupied orbital energy at 0.17 eV. As for the multiplicity: 1.